(1)
147
Properties=species:S:1:pos:R:3 method="wB97M-V/def2-TZVPD" lumo_energy_ha=0.00791 homo_lumo_gap_ev=9.0
C 23.98 -19.51 -1.11
O 24.98 -20.02 -0.23
C 24.79 -21.35 0.14
C 25.82 -21.82 1.15
O 25.94 -21.08 2.33
C 26.75 -19.93 2.27
H 23.93 -20.09 -2.04
H 24.16 -18.47 -1.36
H 23.00 -19.64 -0.66
H 25.00 -21.96 -0.76
H 23.77 -21.64 0.43
H 26.81 -22.02 0.71
H 25.47 -22.83 1.37
H 27.63 -20.15 1.65
H 27.15 -19.75 3.26
H 26.26 -19.06 1.83
C 23.95 -15.28 -0.28
O 23.37 -14.48 0.72
C 22.02 -14.27 0.55
C 21.41 -13.41 1.65
O 22.09 -12.18 1.74
C 21.58 -11.37 2.77
H 23.72 -16.35 -0.20
H 25.03 -15.18 -0.26
H 23.54 -15.01 -1.26
H 21.38 -15.17 0.51
H 21.77 -13.74 -0.38
H 21.38 -13.94 2.61
H 20.37 -13.24 1.34
H 22.33 -10.61 2.96
H 21.34 -11.92 3.69
H 20.62 -10.94 2.46
C 22.83 -17.58 3.36
O 22.06 -18.75 3.22
C 22.23 -19.30 1.93
C 21.65 -20.70 1.91
O 22.57 -21.59 2.49
C 22.03 -22.88 2.60
H 22.90 -17.25 4.39
H 22.36 -16.76 2.80
H 23.87 -17.65 3.02
H 23.28 -19.38 1.62
H 21.78 -18.62 1.19
H 21.56 -20.96 0.84
H 20.68 -20.71 2.40
H 21.17 -22.94 3.29
H 22.79 -23.52 3.05
H 21.68 -23.27 1.63
C 30.38 -18.52 -2.09
O 31.01 -19.41 -1.21
C 30.19 -20.47 -0.76
C 30.86 -21.37 0.27
O 31.40 -20.56 1.30
C 32.05 -21.36 2.27
H 29.44 -18.12 -1.71
H 30.27 -18.96 -3.09
H 31.00 -17.62 -2.16
H 29.97 -21.10 -1.62
H 29.31 -20.01 -0.28
H 31.64 -21.97 -0.22
H 30.15 -22.10 0.67
H 32.18 -20.70 3.14
H 33.05 -21.71 2.02
H 31.45 -22.22 2.59
C 22.82 -13.89 6.32
O 23.52 -14.61 5.34
C 24.40 -13.80 4.59
C 25.18 -14.68 3.64
O 25.93 -15.63 4.37
C 26.53 -16.62 3.56
H 22.20 -14.59 6.88
H 22.15 -13.12 5.91
H 23.54 -13.47 7.03
H 25.10 -13.37 5.32
H 23.93 -12.95 4.08
H 25.79 -14.09 2.95
H 24.42 -15.22 3.07
H 26.42 -16.47 2.48
H 26.03 -17.56 3.77
H 27.60 -16.67 3.75
C 25.70 -30.03 1.54
O 26.69 -29.05 1.42
C 26.63 -27.98 2.34
C 25.27 -27.26 2.31
O 24.90 -26.65 1.10
C 25.86 -25.73 0.64
H 25.35 -30.22 2.56
H 26.06 -30.95 1.09
H 24.80 -29.74 0.99
H 27.44 -27.29 2.14
H 26.78 -28.41 3.34
H 25.28 -26.49 3.09
H 24.53 -27.96 2.68
H 25.61 -25.29 -0.32
H 26.85 -26.20 0.57
H 25.89 -24.91 1.38
O 25.46 -22.22 4.87
H 25.92 -21.48 5.30
H 25.56 -22.07 3.91
O 27.22 -19.55 -1.95
H 27.37 -18.60 -1.91
H 26.40 -19.70 -1.43
O 21.69 -17.35 -1.19
H 21.25 -18.20 -1.02
H 21.53 -17.19 -2.13
C 22.84 -20.70 -5.64
O 22.48 -19.33 -5.84
H 22.26 -21.37 -6.28
H 23.90 -20.88 -5.84
H 22.59 -20.94 -4.61
H 22.20 -19.28 -6.76
C 26.50 -23.64 4.50
O 27.20 -24.81 4.09
H 26.65 -22.83 3.79
H 25.42 -23.82 4.51
H 26.83 -23.26 5.46
H 27.10 -25.50 4.75
C 21.94 -23.03 -2.43
O 20.63 -22.50 -2.23
H 22.40 -22.60 -3.33
H 22.57 -22.81 -1.58
H 21.86 -24.12 -2.51
H 20.06 -22.71 -2.97
C 27.43 -21.25 7.20
O 27.02 -20.30 6.23
H 28.07 -20.79 7.97
H 26.52 -21.61 7.68
H 27.99 -22.07 6.77
H 27.80 -19.98 5.74
C 30.17 -19.01 3.95
O 29.21 -19.11 5.02
H 31.15 -18.80 4.37
H 30.08 -19.94 3.39
H 29.94 -18.21 3.24
H 29.72 -19.49 5.75
C 18.98 -19.65 -0.34
O 20.14 -19.90 -1.13
H 19.12 -18.66 0.08
H 18.04 -19.68 -0.90
H 18.87 -20.37 0.48
H 20.07 -20.80 -1.49
C 25.34 -17.22 -3.66
O 26.18 -16.53 -2.70
H 25.76 -18.23 -3.77
H 24.30 -17.20 -3.34
H 25.42 -16.66 -4.60
H 26.96 -16.27 -3.19

=====

(2)
10
Properties=species:S:1:pos:R:3 method="wB97M-V/def2-TZVPD" lumo_energy_ha=0.03112 homo_lumo_gap_ev=9.3 smiles="O=c1[nH]cc[nH]1"
O 2.39 0.21 -0.30
C 1.19 0.09 -0.17
N 0.46 -1.10 -0.03
C -0.92 -0.79 0.04
C -1.05 0.54 -0.03
N 0.23 1.09 -0.14
H 0.85 -1.67 0.71
H -1.67 -1.57 0.00
H -1.94 1.15 -0.03
H 0.48 2.06 -0.06

=====

(3)
15
Properties=species:S:1:pos:R:3 method="wB97M-V/def2-TZVPD" lumo_energy_ha=0.01807 homo_lumo_gap_ev=9.3
C 1.20 0.04 -1.06
C 0.35 0.05 0.19
C -0.92 0.87 0.21
C 0.28 1.30 1.03
O 0.39 -1.16 0.88
C -1.25 -2.32 -0.04
O -1.74 -2.28 -1.07
H 0.82 -0.70 -1.77
H 2.24 -0.22 -0.81
H 1.20 1.02 -1.55
H -1.17 1.44 -0.68
H -1.78 0.49 0.75
H 0.85 2.17 0.70
H 0.21 1.17 2.10
H -0.64 -1.87 1.14

=====

(4)
18
Properties=species:S:1:pos:R:3 method="wB97M-V/def2-TZVPD" lumo_energy_ha=0.01493 homo_lumo_gap_ev=9.1
H 1.59 1.24 -1.33
N 0.64 1.46 -1.62
C -0.29 1.09 -0.76
C -1.60 1.85 -0.76
C -0.12 -0.16 -0.02
C -1.03 -0.56 1.11
C 1.07 -0.78 -0.33
C 1.81 -1.70 0.60
H -1.64 2.50 0.13
H -1.66 2.49 -1.65
H -2.46 1.18 -0.77
H -1.67 -1.39 0.80
H -0.47 -0.87 1.99
H -1.68 0.26 1.44
H 1.48 -0.78 -1.33
H 1.30 -2.67 0.67
H 1.90 -1.27 1.60
H 2.82 -1.88 0.22

=====

(5)
10
Properties=species:S:1:pos:R:3 method="wB97M-V/def2-TZVPD" lumo_energy_ha=0.13930 charge=-1 homo_lumo_gap_ev=7.5
I 3.74 1.00 0.79
C -1.38 0.08 -0.12
C 0.09 -0.26 -0.37
O 0.49 -0.82 0.86
H -1.58 0.56 0.84
H -2.05 -0.76 -0.34
H -1.69 0.83 -0.85
H 0.71 0.62 -0.56
H 0.32 -0.80 -1.29
H 1.36 -0.46 1.04

=====

(6)
43
Properties=species:S:1:pos:R:3 method="wB97M-V/def2-TZVPD" lumo_energy_ha="-0.28649 / -0.29288" charge=+2 homo_lumo_gap_ev="6.5 / 6.7" multiplicity=3 s2=2.03
Mo -1.29 -0.63 0.33
Cl 1.51 1.24 -0.15
C 0.50 2.71 0.47
C 1.35 3.80 0.47
C 0.81 5.03 0.81
C -0.53 5.10 1.15
C -1.33 3.97 1.14
Cl -2.97 4.19 1.58
C -0.86 2.68 0.80
S -2.12 1.43 0.90
H 2.39 3.75 0.17
H 1.44 5.91 0.81
H -0.98 6.05 1.42
O 0.08 0.19 -0.61
C 1.92 -0.08 0.93
C 1.98 1.45 -2.03
C 2.84 0.50 -2.36
C 3.44 -0.76 -1.88
C 3.34 -1.48 -0.74
C 2.56 -1.16 0.43
C 1.61 -1.83 1.34
N 1.22 -0.65 2.05
C -0.24 -0.73 2.15
C -0.58 -2.09 1.78
N 0.64 -2.69 1.26
H 2.60 1.94 0.25
H 3.17 0.76 -3.37
H 4.09 -1.21 -2.62
H 3.90 -2.40 -0.69
H -0.63 -0.27 3.05
H -1.20 -2.75 2.38
H 0.61 -3.51 0.64
C -2.47 -2.06 -2.31
N -2.54 -2.87 -1.08
C -3.50 -2.56 -0.03
C -1.52 -3.68 -0.82
N -0.62 -4.37 -0.56
H -3.43 -2.01 -2.82
H -1.74 -2.50 -2.98
H -2.15 -1.03 -2.10
H -3.74 -3.43 0.57
H -4.41 -2.16 -0.46
H -3.13 -1.81 0.72

=====

(7)
89
Properties=species:S:1:pos:R:3 method="wB97M-V/def2-TZVPD" lumo_energy_ha="-0.11104 / -0.18492" charge=+1 homo_lumo_gap_ev="7.0 / 5.1" multiplicity=6 s2=8.81
Ru 0.11 0.79 0.95
C 1.41 3.31 3.04
N 0.67 3.14 1.79
C -0.68 3.68 1.95
C -1.60 3.40 0.78
N -1.63 1.97 0.44
C -2.75 1.50 -0.21
C -3.75 2.24 -0.86
F -3.65 3.57 -1.01
C -4.87 1.66 -1.44
F -5.77 2.43 -2.04
C -5.04 0.29 -1.44
F -6.12 -0.26 -2.00
C -4.06 -0.48 -0.85
F -4.17 -1.81 -0.83
C -2.97 0.12 -0.29
F -2.04 -0.69 0.28
C 1.43 3.80 0.70
C 2.25 2.77 -0.05
N 1.29 1.92 -0.76
C 0.83 2.26 -1.98
C 1.16 3.41 -2.78
F 1.93 4.39 -2.33
C 0.65 3.60 -4.04
F 0.98 4.68 -4.73
C -0.24 2.68 -4.59
F -0.72 2.88 -5.80
C -0.61 1.56 -3.86
F -1.45 0.68 -4.38
C -0.11 1.38 -2.60
F -0.49 0.27 -1.97
H 1.44 4.37 3.33
H 2.44 2.97 2.93
H 0.94 2.74 3.83
H -0.66 4.77 2.12
H -1.09 3.22 2.85
H -1.31 4.01 -0.08
H -2.58 3.76 1.08
H 2.07 4.59 1.10
H 0.74 4.28 0.01
H 2.77 2.14 0.67
H 3.00 3.23 -0.69
I 2.10 -0.10 2.90
C 1.82 -0.22 5.03
I 0.26 0.87 5.94
H 2.76 0.12 5.45
H 1.65 -1.27 5.21
C 3.46 -4.00 -0.11
C 2.57 -3.07 0.72
C 1.83 -3.83 1.82
Sb 1.15 -1.82 -0.35
C -0.27 -3.23 -1.17
C 0.31 -4.59 -1.54
C -1.01 -2.60 -2.35
C 2.38 -1.17 -2.01
C 2.67 -2.22 -3.08
C 3.64 -0.54 -1.43
H 4.12 -4.56 0.57
H 4.10 -3.46 -0.80
H 2.89 -4.73 -0.68
H 3.21 -2.32 1.20
H 1.11 -4.55 1.41
H 1.30 -3.17 2.50
H 2.54 -4.41 2.43
H -0.97 -3.35 -0.33
H 1.06 -4.51 -2.33
H -0.48 -5.24 -1.92
H 0.77 -5.10 -0.69
H -0.34 -2.41 -3.19
H -1.49 -1.66 -2.09
H -1.79 -3.28 -2.70
H 1.78 -0.37 -2.46
H 3.16 -3.10 -2.68
H 3.34 -1.80 -3.85
H 1.76 -2.55 -3.59
H 4.31 -1.29 -0.99
H 3.41 0.19 -0.65
H 4.21 -0.03 -2.21
Cl -5.29 0.52 2.97
C -3.80 -0.36 2.94
C -3.78 -1.74 2.96
C -2.55 -2.37 2.91
C -1.41 -1.60 2.80
N -1.42 -0.26 2.78
C -2.61 0.34 2.88
H -4.70 -2.30 3.00
H -2.48 -3.45 2.92
H -0.43 -2.06 2.72
H -2.61 1.43 2.87

=====

(8)
50
Properties=species:S:1:pos:R:3 method="wB97M-V/def2-TZVPD" lumo_energy_ha="-0.11349 / -0.11822" charge=+1 homo_lumo_gap_ev="8.4 / 7.7" multiplicity=5 s2=6.01
Fe -0.38 0.33 -0.13
Br -0.41 -0.64 6.57
C -0.25 -0.44 4.71
C 0.52 0.58 4.18
C 0.59 0.69 2.81
N -0.04 -0.15 1.99
C -0.77 -1.14 2.50
C -0.91 -1.32 3.87
C -1.42 -2.03 1.50
C -2.06 -3.21 1.85
C -2.62 -3.98 0.84
Br -3.50 -5.58 1.28
C -2.53 -3.57 -0.48
C -1.86 -2.38 -0.73
N -1.32 -1.63 0.22
H 1.05 1.27 4.82
H 1.18 1.47 2.34
H -1.51 -2.11 4.28
H -2.12 -3.54 2.87
H -2.95 -4.15 -1.28
H -1.77 -2.02 -1.74
N -0.11 0.03 -2.39
C 1.29 -0.30 -2.71
C 1.84 0.34 -3.98
C 1.65 1.85 -4.13
C 2.18 2.67 -2.96
N 3.48 2.21 -2.46
C 4.56 2.03 -3.21
N 5.39 1.05 -2.86
N 4.81 2.81 -4.27
C 2.20 0.02 -1.50
O 3.43 -0.08 -1.66
O 1.63 0.39 -0.43
H -0.74 -0.46 -3.00
H -0.29 1.02 -2.55
H 1.34 -1.38 -2.83
H 1.40 -0.15 -4.86
H 2.91 0.10 -4.00
H 0.60 2.12 -4.26
H 2.14 2.14 -5.06
H 1.53 2.58 -2.09
H 2.20 3.74 -3.20
H 3.41 1.52 -1.72
H 5.00 0.29 -2.29
H 6.25 0.89 -3.35
H 4.30 3.67 -4.38
H 5.65 2.69 -4.81
O -2.77 3.87 -0.12
C -2.12 2.89 -0.15
N -1.44 1.91 -0.19

=====

(9)
70
Properties=species:S:1:pos:R:3 method="wB97M-V/def2-TZVPD" lumo_energy_ha="-0.35483 / -0.49331" charge=+3 homo_lumo_gap_ev="7.0 / 3.0" multiplicity=5 s2=6.04
Co 0.44 -0.84 0.18
P -0.89 -2.23 0.99
P 1.74 -0.65 1.91
P 1.75 -1.72 -1.17
H -2.36 3.32 -5.26
C -2.60 2.47 -5.91
C -3.31 1.45 -5.40
H -3.83 1.54 -4.44
C -2.24 -1.61 2.07
C -0.32 -3.71 1.93
C -1.73 -3.04 -0.42
C 2.96 0.72 1.76
C 0.93 -0.41 3.52
C 2.79 -2.13 2.16
C 1.10 -1.66 -2.87
C 2.18 -3.49 -0.92
C 3.41 -0.97 -1.37
H -2.26 2.54 -6.97
H -3.38 0.50 -5.94
H -3.05 -1.18 1.46
H -1.88 -0.81 2.74
H -2.64 -2.43 2.68
H 0.04 -3.45 2.93
H 0.47 -4.25 1.40
H -1.19 -4.36 2.02
H -2.34 -2.30 -0.95
H -2.38 -3.84 -0.02
H -1.01 -3.48 -1.12
H 3.60 0.71 2.65
H 2.44 1.69 1.71
H 3.58 0.63 0.86
H 1.68 -0.05 4.23
H 0.52 -1.36 3.90
H 0.12 0.33 3.45
H 3.39 -1.95 3.05
H 3.46 -2.32 1.31
H 2.18 -3.03 2.32
H 1.85 -2.06 -3.57
H 0.89 -0.62 -3.15
H 0.18 -2.25 -2.95
H 2.80 -3.82 -1.76
H 1.29 -4.12 -0.89
H 2.76 -3.66 0.00
H 3.97 -1.54 -2.12
H 3.99 -1.00 -0.44
H 3.33 0.07 -1.71
C 0.38 2.01 -1.37
C -0.71 1.66 -2.16
C -0.56 1.62 -3.54
C 0.61 2.07 -4.15
C 1.66 2.53 -3.35
C 1.57 2.49 -1.96
Se 0.14 1.68 0.52
H -0.76 0.34 0.38
H -1.64 1.34 -1.69
H -1.38 1.23 -4.14
H 0.71 2.02 -5.24
H 2.57 2.86 -3.85
H 2.41 2.79 -1.32
C -2.21 4.09 5.04
N -2.81 3.57 3.85
C -2.25 2.57 3.12
N -3.00 2.20 2.00
O -1.21 1.99 3.45
H -1.17 3.77 5.06
H -2.72 3.72 5.93
H -2.27 5.18 5.05
H -3.71 3.92 3.54
H -2.43 1.80 1.26
H -3.62 2.92 1.68